i:
Density functional theory data (ωB97M-V/def2-TZVPD) for an isolated ion of composition C5H13N2O and charge +1.

Properties
HOMO energy: -13.50 eV
Structure (SMILES): C[C@H]([NH3+])CNCC=O
Net charge: +1

Last columns: bonded neighbours and bond lengths (Å).
Atoms and positions in Å:
1 H 1.048 3.079 0.262  C13 1.174
2 H 1.617 -1.400 -0.237  N19 1.038
3 C 0.093 -1.986 1.058  H4 1.159, C6 1.512, H18 1.175, N19 1.461
4 H 0.003 -1.573 2.137  C3 1.159
5 H -1.632 0.971 -0.864  N12 1.107
6 C -1.226 -2.520 0.547  C3 1.512, O11 1.216, H17 1.162
7 H 0.216 0.599 1.386  C14 1.166
8 H -0.203 3.232 -0.993  C13 1.149
9 H -0.535 2.686 0.591  C13 1.112
10 H -0.852 -0.512 -1.192  N12 0.996
11 O -1.823 -2.006 -0.379  C6 1.216
12 N -0.769 0.469 -1.344  H5 1.107, H10 0.996, C16 1.615, H21 1.010
13 C 0.180 2.461 -0.231  H1 1.174, H8 1.149, H9 1.112, C16 1.445
14 C 0.937 0.265 0.533  H7 1.166, C16 1.553, N19 1.386, H20 1.114
15 H 1.301 1.135 -1.604  C16 1.187
16 C 0.546 1.140 -0.689  N12 1.615, C13 1.445, C14 1.553, H15 1.187
17 H -1.481 -3.475 1.159  C6 1.162
18 H 0.884 -2.846 1.181  C3 1.175
19 N 0.715 -1.043 0.132  H2 1.038, C3 1.461, C14 1.386
20 H 1.979 0.535 0.821  C14 1.114
21 H -0.998 0.788 -2.275  N12 1.010

Formally, the Mulliken partial charges of the atoms, in units of the elementary charge, are as follows: 0.35 0.23 -0.56 0.33 0.40 0.15 0.37 0.38 0.43 0.26 -0.56 -0.30 -1.55 -0.79 0.26 0.45 0.30 0.36 -0.25 0.35 0.39

ii:
Density functional theory data (ωB97M-V/def2-TZVPD) for an isolated ion of composition C5H13N2O and charge +1.

Properties
HOMO energy: -12.18 eV
Structure (SMILES): N[C@H](CO)C/C=C/[NH3+]
Net charge: +1

Last columns: bonded neighbours and bond lengths (Å).
Atoms and positions in Å:
1 H 2.549 -0.965 -1.171  C5 1.076
2 C 0.821 0.153 -0.721  C5 1.321, H18 1.082, C19 1.509
3 H -2.653 -0.621 0.680  C8 1.102
4 H -0.267 0.847 1.737  C11 1.093
5 C 1.877 -0.171 -1.447  H1 1.076, C2 1.321, N15 1.503
6 H -1.883 0.275 -0.509  C8 1.107
7 H -1.249 -0.501 3.245  N12 0.995
8 C -1.964 0.235 0.595  H3 1.102, H6 1.107, C11 1.524, O14 1.403
9 H 3.144 1.243 -2.265  N15 1.028
10 H -0.073 -1.615 -0.013  C19 1.102
11 C -0.660 -0.082 1.317  H4 1.093, C8 1.524, N12 1.473, C19 1.540
12 N -0.835 -0.976 2.474  H7 0.995, C11 1.473, H17 1.014
13 H 1.213 -1.160 1.035  C19 1.086
14 O -2.474 1.411 1.164  C8 1.403, H21 0.955
15 N 2.361 0.666 -2.597  C5 1.503, H9 1.028, H16 1.026, H20 1.022
16 H 1.587 1.263 -2.909  N15 1.026
17 H -1.374 -1.787 2.188  N12 1.014
18 H 0.162 0.990 -0.914  C2 1.082
19 C 0.417 -0.733 0.431  C2 1.509, H10 1.102, C11 1.540, H13 1.086
20 H 2.712 0.038 -3.322  N15 1.022
21 H -3.411 1.489 1.000  O14 0.955

Formally, the Mulliken partial charges of the atoms, in units of the elementary charge, are as follows: 0.40 -0.29 0.33 0.42 -0.29 0.30 0.27 -0.60 0.36 0.31 0.01 -0.67 0.49 -0.51 -0.24 0.36 0.25 0.34 -0.94 0.38 0.32

iii:
Density functional theory data (ωB97M-V/def2-TZVPD) for a 2-piece molecular cluster, C5H13N2O overall.

Properties
HOMO energy: -13.01 eV
Net charge: +1

Last columns: bonded neighbours and bond lengths (Å).
Atoms and positions in Å:
1 H -0.893 -2.509 1.097  C14 1.132
2 H 0.907 -0.032 1.749  C18 1.109
3 H 0.367 -1.736 0.072  C14 1.147
4 N 0.261 1.001 -1.175  C9 1.324, C10 1.491, H15 1.045
5 H 0.661 -1.487 2.698  C18 1.095
6 N -0.571 -0.834 -2.432  C9 1.325, H19 1.000, H20 1.032
7 H 0.614 0.669 -3.147  C9 1.067
8 H 0.448 3.050 -1.184  C10 1.070
9 C 0.129 0.281 -2.279  N4 1.324, N6 1.325, H7 1.067
10 C 1.106 2.220 -1.028  N4 1.491, H8 1.070, H12 1.079, H21 1.077
11 C -0.875 -0.104 2.947  H13 1.158, O17 1.234, C18 1.520
12 H 1.534 2.249 -0.038  C10 1.079
13 H -1.692 0.419 2.315  C11 1.158
14 C -0.442 -1.500 0.850  H1 1.132, H3 1.147, H16 1.135, C18 1.512
15 H -0.116 0.643 -0.269  N4 1.045
16 H -1.228 -0.899 0.295  C14 1.135
17 O -0.899 -0.177 4.179  C11 1.234
18 C 0.143 -0.779 2.043  H2 1.109, H5 1.095, C11 1.520, C14 1.512
19 H -0.997 -1.318 -1.669  N6 1.000
20 H -0.400 -1.332 -3.319  N6 1.032
21 H 1.942 2.176 -1.704  C10 1.077

Formally, the Mulliken partial charges of the atoms, in units of the elementary charge, are as follows: 0.35 0.29 0.34 -0.11 0.34 -0.27 0.41 0.34 0.26 -0.90 0.11 0.29 0.22 -1.13 0.03 0.29 -0.45 -0.35 0.24 0.28 0.42

Which structure is the least stable? The one labeled i.

i:
Density functional theory data (ωB97M-V/def2-TZVPD) for a 3-piece molecular cluster, CH8N2O2 overall.

Properties
HOMO energy: -8.92 eV
Structure (SMILES): [H]/N=C\N.O.O

Last columns: bonded neighbours and bond lengths (Å).
Atoms and positions in Å:
1 H -2.190 1.034 0.177  C4 1.091
2 H 1.775 -0.102 0.178  O7 0.974
3 H -1.560 -0.070 2.090  N13 1.010
4 C -1.551 0.157 0.078  H1 1.091, N5 1.294, N13 1.350
5 N -1.118 -0.241 -1.076  C4 1.294, H6 1.026
6 H -1.191 -1.265 -1.090  N5 1.026
7 O 1.653 -0.592 1.011  H2 0.974, H9 0.959
8 H 0.491 0.492 -1.459  O11 0.984
9 H 2.528 -0.596 1.403  O7 0.959
10 H 1.498 1.426 -2.120  O11 0.962
11 O 1.300 1.020 -1.271  H8 0.984, H10 0.962
12 H -0.152 -0.638 1.247  N13 1.012
13 N -1.136 -0.401 1.235  H3 1.010, C4 1.350, H12 1.012

Formally, the Mulliken partial charges of the atoms, in units of the elementary charge, are as follows: 0.33 0.36 0.25 0.15 -0.80 0.21 -0.68 0.43 0.32 0.31 -0.74 0.29 -0.41

ii:
Density functional theory data (ωB97M-V/def2-TZVPD) for a 3-piece molecular cluster, CH8N2O2 overall.

Properties
HOMO energy: -9.92 eV
Structure (SMILES): [H]/N=C/N.O.O

Last columns: bonded neighbours and bond lengths (Å).
Atoms and positions in Å:
1 N 4.352 1.940 1.248  C6 1.272, H7 1.020
2 H 2.927 0.025 -0.542  N11 1.008
3 H -6.917 -1.148 -0.598  O10 0.974
4 H 4.059 -0.090 1.555  C6 1.094
5 H -1.248 -1.242 -1.778  O8 0.956
6 C 3.716 0.847 1.107  N1 1.272, H4 1.094, N11 1.390
7 H 4.889 1.862 2.112  N1 1.020
8 O -1.466 -0.312 -1.744  H5 0.956, H13 0.958
9 H 2.393 1.589 -0.150  N11 1.009
10 O -7.475 -1.803 -0.143  H3 0.974, H12 0.965
11 N 2.692 0.685 0.182  H2 1.008, C6 1.390, H9 1.009
12 H -6.882 -2.563 -0.189  O10 0.965
13 H -1.042 0.211 -1.061  O8 0.958

Formally, the Mulliken partial charges of the atoms, in units of the elementary charge, are as follows: -0.61 0.22 0.32 0.33 0.32 0.01 0.25 -0.65 0.28 -0.64 -0.48 0.32 0.33

Which structure is the least stable? The one labeled ii.

i:
Density functional theory data (ωB97M-V/def2-TZVPD) for one molecule with the formula C4H4N2.

Properties
HOMO energy (spin up / spin down): -9.54 / -9.54 eV

Last columns: bonded neighbours and bond lengths (Å).
Atoms and positions in Å:
1 C -0.359 -0.712 0.674  N5 1.241, H6 1.094, C9 1.538
2 C -2.309 -3.288 2.561  C3 1.251
3 C -1.213 -3.206 1.963  C2 1.251, N4 1.295
4 N -0.041 -2.680 1.801  C3 1.295, N5 1.212
5 N 0.169 -1.782 1.015  C1 1.241, N4 1.212
6 H -1.266 -0.305 1.130  C1 1.094
7 H -0.112 1.021 -0.568  C9 0.989
8 H 1.172 0.042 -0.602  C9 1.027
9 C 0.147 0.066 -0.553  C1 1.538, H7 0.989, H8 1.027, H10 1.176
10 H -0.245 -0.304 -1.599  C9 1.176

Formally, the Mulliken partial charges of the atoms, in units of the elementary charge, are as follows: 0.13 -0.42 0.29 -0.63 0.38 0.40 0.41 0.34 -1.14 0.24

ii:
Density functional theory data (ωB97M-V/def2-TZVPD) for a 2-piece molecular cluster, C4H4N2 overall.

Properties
HOMO energy (spin up / spin down): -10.01 / -10.01 eV
Structure (SMILES): C1=C=NC=NC=1.[H][H]

Last columns: bonded neighbours and bond lengths (Å).
Atoms and positions in Å:
1 C 1.473 -0.267 0.000  N5 1.373, N8 1.320, H10 1.084
2 H -1.359 2.571 -0.246  H7 0.743
3 C -0.449 0.490 0.020  C4 1.278, N5 1.260
4 C -1.308 -0.455 -0.038  C3 1.278, C9 1.427
5 N 0.744 0.895 0.053  C1 1.373, C3 1.260
6 H -0.807 -2.579 -0.146  C9 1.088
7 H -1.362 2.533 0.496  H2 0.743
8 N 0.932 -1.469 -0.069  C1 1.320, C9 1.349
9 C -0.414 -1.566 -0.088  C4 1.427, H6 1.088, N8 1.349
10 H 2.551 -0.153 0.017  C1 1.084

Formally, the Mulliken partial charges of the atoms, in units of the elementary charge, are as follows: -0.15 0.07 0.52 -0.34 -0.48 0.40 0.07 -0.46 -0.01 0.40

iii:
Density functional theory data (ωB97M-V/def2-TZVPD) for one molecule with the formula C4H4N2.

Properties
HOMO energy: -10.02 eV
Structure (SMILES): C#C[C@H](N)C#N

Last columns: bonded neighbours and bond lengths (Å).
Atoms and positions in Å:
1 N 1.787 -2.087 0.740  C2 1.156
2 C 1.101 -1.184 0.520  N1 1.156, C9 1.494
3 C -2.292 -0.075 0.393  H5 1.075, C6 1.204
4 N 0.873 0.705 -0.971  H7 1.007, H8 1.007, C9 1.433
5 H -3.362 -0.179 0.421  C3 1.075
6 C -1.092 0.007 0.341  C3 1.204, C9 1.490
7 H 0.422 0.490 -1.846  N4 1.007
8 H 1.439 1.534 -0.899  N4 1.007
9 C 0.391 0.099 0.234  C2 1.494, N4 1.433, C6 1.490, H10 1.092
10 H 0.750 0.685 1.083  C9 1.092

Formally, the Mulliken partial charges of the atoms, in units of the elementary charge, are as follows: -0.41 0.06 0.14 -0.47 0.41 -0.67 0.21 0.18 0.39 0.15

Which structure is the least stable? The one labeled i.

i:
Density functional theory data (ωB97M-V/def2-TZVPD) for one molecule with the formula C3H6N4O.

Properties
HOMO energy: -9.27 eV
Structure (SMILES): [H]/N=C\N=C\N(O)/C=N/[H]

Last columns: bonded neighbours and bond lengths (Å).
Atoms and positions in Å:
1 H -2.910 2.325 0.381  N12 1.030
2 H 1.507 -2.609 -1.057  C9 1.105
3 O -0.642 -1.664 -0.900  H6 0.955, N13 1.434
4 C -1.246 1.833 1.109  H11 1.083, N12 1.234, N14 1.417
5 C 0.249 0.322 0.091  H7 1.072, N13 1.403, N14 1.289
6 H -1.333 -1.005 -0.918  O3 0.955
7 H 1.170 0.701 0.487  C5 1.072
8 N 2.687 -1.032 -0.183  C9 1.266, H10 1.010
9 C 1.657 -1.586 -0.667  H2 1.105, N8 1.266, N13 1.383
10 H 3.483 -1.648 -0.269  N8 1.010
11 H -0.526 1.934 1.912  C4 1.083
12 N -2.275 2.511 1.170  H1 1.030, C4 1.234
13 N 0.500 -0.828 -0.673  O3 1.434, C5 1.403, C9 1.383
14 N -0.943 0.805 0.181  C4 1.417, C5 1.289

Formally, the Mulliken partial charges of the atoms, in units of the elementary charge, are as follows: 0.27 0.37 -0.44 0.09 -0.09 0.36 0.44 -0.59 0.07 0.25 0.33 -0.57 0.09 -0.57

ii:
Density functional theory data (ωB97M-V/def2-TZVPD) for one molecule with the formula C3H6N4O.

Properties
HOMO energy: -9.19 eV
Structure (SMILES): C=NN/C=N\C=N/O

Last columns: bonded neighbours and bond lengths (Å).
Atoms and positions in Å:
1 H 3.017 0.570 -0.785  O11 1.077
2 C 0.635 -0.234 0.890  H3 1.182, N5 1.227, N9 1.555
3 H 0.105 -0.597 1.883  C2 1.182
4 C -0.826 -1.448 -0.223  H8 1.111, N9 1.301, N14 1.489
5 N 1.558 0.545 0.673  C2 1.227, O11 1.515
6 H -2.674 -0.630 0.172  N14 1.125
7 C -0.791 1.720 -0.455  H10 1.118, H12 1.110, N13 1.499
8 H -1.363 -2.165 -0.880  C4 1.111
9 N 0.465 -1.454 -0.058  C2 1.555, C4 1.301
10 H -0.258 1.221 -1.302  C7 1.118
11 O 2.047 0.110 -0.693  H1 1.077, N5 1.515
12 H -0.351 2.725 -0.291  C7 1.110
13 N -1.570 0.861 0.496  C7 1.499, N14 1.411
14 N -1.733 -0.272 -0.329  C4 1.489, H6 1.125, N13 1.411

Formally, the Mulliken partial charges of the atoms, in units of the elementary charge, are as follows: 0.34 0.33 0.32 -0.05 -0.48 0.31 -0.24 0.35 -0.39 0.26 -0.41 0.31 -0.46 -0.18

iii:
Density functional theory data (ωB97M-V/def2-TZVPD) for one molecule with the formula C3H6N4O.

Properties
HOMO energy: -8.69 eV
Structure (SMILES): [H]/N=c1\nc[nH]n1OC

Last columns: bonded neighbours and bond lengths (Å).
Atoms and positions in Å:
1 C -0.631 0.997 -0.272  N3 1.481, N7 1.345, N10 1.233
2 H -0.861 2.800 0.148  N10 1.064
3 N 0.091 -0.168 -0.831  C1 1.481, O4 1.395, N8 1.393
4 O 1.480 -0.029 -0.804  N3 1.395, C6 1.431
5 H 1.610 0.772 1.093  C6 1.156
6 C 1.882 -0.215 0.557  O4 1.431, H5 1.156, H11 1.202, H13 1.136
7 N -1.749 0.514 0.300  C1 1.345, C12 1.364
8 N -0.600 -1.303 -0.413  N3 1.393, C12 1.405, H14 0.949
9 H -2.792 -1.446 -0.053  C12 1.144
10 N -0.271 2.161 -0.465  C1 1.233, H2 1.064
11 H 3.059 -0.398 0.716  C6 1.202
12 C -1.837 -0.823 0.049  N7 1.364, N8 1.405, H9 1.144
13 H 1.186 -0.932 1.099  C6 1.136
14 H -0.568 -1.929 -1.125  N8 0.949

Formally, the Mulliken partial charges of the atoms, in units of the elementary charge, are as follows: 0.54 0.28 0.11 -0.27 0.24 -0.58 -0.60 -0.20 0.32 -0.62 0.26 0.03 0.28 0.22

iv:
Density functional theory data (ωB97M-V/def2-TZVPD) for one molecule with the formula C3H6N4O.

Properties
HOMO energy: -7.83 eV
Structure (SMILES): Nc1cn(N)[nH]c1=O

Last columns: bonded neighbours and bond lengths (Å).
Atoms and positions in Å:
1 O 2.261 1.278 -0.116  C4 1.210
2 H 1.551 -2.562 -0.188  N8 0.978
3 H -0.394 2.391 -0.140  N9 1.003
4 C 1.134 0.836 -0.138  O1 1.210, C5 1.562, N9 1.414
5 C 0.818 -0.693 -0.091  C4 1.562, C6 1.302, N8 1.316
6 C -0.469 -0.790 -0.257  C5 1.302, N11 1.397, H12 1.111
7 H 2.597 -1.246 0.378  N8 1.007
8 N 1.748 -1.620 -0.012  H2 0.978, C5 1.316, H7 1.007
9 N -0.113 1.458 -0.378  H3 1.003, C4 1.414, N11 1.418
10 H -2.994 0.711 0.099  N14 0.947
11 N -1.099 0.442 -0.449  C6 1.397, N9 1.418, N14 1.436
12 H -0.865 -1.791 -0.531  C6 1.111
13 H -2.042 0.625 1.420  N14 1.076
14 N -2.133 0.961 0.402  H10 0.947, N11 1.436, H13 1.076

Formally, the Mulliken partial charges of the atoms, in units of the elementary charge, are as follows: -0.63 0.17 0.34 0.38 0.41 -0.50 0.23 -0.45 -0.18 0.23 0.10 0.27 0.24 -0.60

Which structure is the least stable? The one labeled ii.